Entry 1:
C56H155AgF12N9O30S4 as an isolated structure, computed with ωB97M-V/def2-TZVPD.

Element x y z (Å)
Ag (-2.61, -0.95, -1.93)
C (-1.96, -1.72, -6.50)
F (-2.34, -2.85, -7.05)
F (-0.78, -1.83, -5.96)
F (-1.93, -0.79, -7.52)
S (-3.20, -1.39, -5.23)
O (-4.48, -1.50, -5.86)
O (-2.86, -2.26, -4.12)
N (-2.87, 0.03, -4.74)
S (-3.42, 1.48, -5.24)
O (-4.12, 1.46, -6.46)
O (-4.08, 2.11, -4.14)
C (-1.89, 2.52, -5.37)
F (-2.21, 3.75, -5.81)
F (-1.32, 2.67, -4.19)
F (-1.00, 2.00, -6.19)
C (-1.01, -1.13, 1.28)
F (-2.28, -1.42, 1.08)
F (-0.81, -0.91, 2.54)
F (-0.29, -2.14, 0.91)
S (-0.63, 0.44, 0.38)
O (-1.76, 1.31, 0.52)
O (0.61, 0.90, 0.90)
N (-0.51, -0.02, -1.20)
S (1.07, -0.04, -1.68)
O (1.51, 1.25, -1.99)
O (1.75, -0.94, -0.84)
C (0.89, -0.80, -3.36)
F (2.08, -0.80, -3.98)
F (0.48, -2.05, -3.21)
F (0.05, 0.02, -4.06)
C (0.06, -6.84, -0.16)
O (-0.68, -6.50, 1.02)
H (0.79, -7.62, 0.04)
H (-0.65, -7.13, -0.97)
H (0.52, -5.92, -0.54)
H (-0.66, -7.23, 1.59)
C (-1.95, -4.21, -2.07)
O (-2.33, -3.06, -1.31)
H (-2.74, -4.45, -2.79)
H (-1.02, -3.92, -2.55)
H (-1.71, -5.10, -1.42)
H (-3.14, -3.17, -0.79)
C (-0.86, -3.94, 3.60)
O (-1.92, -4.53, 4.42)
H (-0.33, -4.79, 3.14)
H (-1.37, -3.36, 2.83)
H (-0.17, -3.34, 4.19)
H (-1.47, -4.94, 5.18)
C (2.62, -3.67, -0.90)
O (3.46, -4.84, -1.30)
H (3.03, -2.75, -1.32)
H (1.61, -3.86, -1.24)
H (2.61, -3.63, 0.22)
H (4.10, -4.82, -0.61)
C (6.30, -3.28, 0.50)
O (5.47, -4.35, 1.01)
H (6.01, -3.04, -0.50)
H (6.19, -2.38, 1.10)
H (7.34, -3.59, 0.57)
H (5.14, -4.09, 1.88)
C (-7.48, -1.62, 1.30)
O (-6.05, -1.44, 1.41)
H (-7.67, -2.58, 0.80)
H (-7.97, -1.62, 2.26)
H (-7.94, -0.87, 0.62)
H (-5.90, -1.04, 2.32)
C (0.75, -5.06, -4.82)
C (1.87, -5.45, -3.88)
O (1.25, -5.86, -2.64)
H (0.00, -5.87, -4.79)
H (1.21, -4.91, -5.80)
H (0.31, -4.14, -4.45)
H (2.58, -4.68, -3.69)
H (2.38, -6.35, -4.21)
H (2.04, -5.86, -2.03)
C (2.81, -1.97, 2.33)
C (2.90, -1.31, 3.66)
O (1.61, -1.18, 4.25)
H (3.80, -2.03, 1.83)
H (2.22, -1.34, 1.65)
H (2.35, -2.96, 2.52)
H (3.39, -0.34, 3.67)
H (3.57, -1.87, 4.31)
H (1.30, -0.30, 4.08)
C (1.70, 1.57, -8.57)
C (1.81, 0.26, -7.86)
O (2.79, 0.36, -6.83)
H (2.57, 1.92, -9.11)
H (1.38, 2.33, -7.83)
H (0.89, 1.50, -9.34)
H (2.11, -0.49, -8.62)
H (0.86, -0.04, -7.49)
H (2.78, -0.50, -6.40)
C (6.39, -2.21, -3.12)
C (4.92, -1.97, -3.29)
O (4.22, -3.19, -3.57)
H (6.78, -1.31, -2.62)
H (6.98, -2.53, -4.01)
H (6.54, -3.02, -2.40)
H (4.67, -1.29, -4.11)
H (4.61, -1.57, -2.35)
H (4.24, -3.83, -2.81)
C (-0.62, -0.62, 6.91)
C (0.56, -1.12, 7.69)
O (1.82, -0.62, 7.19)
H (-1.54, -0.75, 7.45)
H (-0.74, -1.19, 5.99)
H (-0.54, 0.45, 6.63)
H (0.55, -2.20, 7.73)
H (0.43, -0.71, 8.68)
H (1.71, -0.64, 6.23)
C (1.61, 4.74, -5.52)
C (1.35, 4.51, -4.05)
O (2.23, 5.32, -3.28)
H (2.62, 4.34, -5.75)
H (1.57, 5.80, -5.78)
H (0.86, 4.29, -6.19)
H (1.53, 3.45, -3.85)
H (0.28, 4.72, -3.83)
H (2.40, 4.79, -2.49)
C (4.30, -2.89, -7.73)
C (2.90, -3.17, -7.22)
O (2.70, -2.55, -5.98)
H (4.57, -1.81, -7.60)
H (4.45, -3.20, -8.73)
H (5.02, -3.42, -7.10)
H (2.74, -4.27, -7.08)
H (2.14, -2.80, -7.90)
H (3.20, -2.90, -5.21)
C (4.00, 1.76, -4.10)
C (5.27, 2.45, -4.40)
O (6.31, 1.50, -4.03)
H (3.16, 2.40, -4.38)
H (3.95, 1.62, -3.00)
H (3.96, 0.84, -4.69)
H (5.37, 3.38, -3.81)
H (5.32, 2.63, -5.47)
H (7.05, 1.62, -4.64)
C (-3.31, -5.36, 1.53)
C (-4.25, -4.24, 1.64)
O (-4.27, -3.47, 0.44)
H (-3.59, -6.05, 0.71)
H (-3.29, -5.90, 2.47)
H (-2.31, -4.98, 1.29)
H (-3.85, -3.59, 2.48)
H (-5.27, -4.57, 1.83)
H (-4.87, -2.72, 0.67)
C (-3.41, -0.49, 4.56)
C (-4.52, 0.51, 4.31)
C (-4.23, 1.52, 3.27)
O (-3.17, 2.34, 3.71)
C (-2.96, 3.49, 2.75)
N (-5.78, -0.20, 3.99)
H (-2.41, 0.06, 4.73)
H (-3.27, -1.17, 3.70)
H (-3.53, -1.16, 5.44)
H (-4.60, 1.10, 5.27)
H (-5.15, 2.09, 3.05)
H (-3.93, 1.06, 2.34)
H (-2.09, 4.02, 3.15)
H (-3.87, 4.02, 2.92)
H (-2.89, 3.22, 1.68)
H (-5.98, -0.92, 4.71)
H (-6.60, 0.41, 4.01)
C (3.84, 5.73, -0.07)
C (2.98, 4.62, 0.40)
C (1.69, 5.20, 1.05)
O (2.00, 5.72, 2.32)
C (0.80, 6.31, 2.76)
N (2.72, 3.70, -0.66)
H (3.53, 5.99, -1.12)
H (4.92, 5.61, -0.03)
H (3.62, 6.55, 0.57)
H (3.49, 4.13, 1.22)
H (0.96, 4.39, 1.10)
H (1.15, 5.98, 0.49)
H (-0.01, 5.62, 2.76)
H (0.54, 7.14, 2.09)
H (0.90, 6.73, 3.76)
H (2.21, 2.88, -0.39)
H (3.63, 3.36, -1.06)
C (4.32, 4.17, 5.06)
C (2.96, 3.55, 5.21)
C (2.68, 2.62, 4.05)
O (1.57, 1.75, 4.20)
C (0.31, 2.33, 3.85)
N (2.93, 2.88, 6.51)
H (4.47, 4.49, 4.04)
H (5.14, 3.50, 5.25)
H (4.33, 5.05, 5.72)
H (2.21, 4.35, 5.25)
H (3.56, 2.03, 3.83)
H (2.52, 3.23, 3.14)
H (0.11, 2.11, 2.78)
H (0.34, 3.42, 3.95)
H (-0.47, 1.92, 4.49)
H (1.99, 2.55, 6.66)
H (3.62, 2.12, 6.56)
C (-3.61, 6.42, 0.65)
C (-3.23, 6.48, -0.81)
C (-3.38, 5.08, -1.41)
O (-2.54, 4.12, -0.86)
C (-1.19, 4.35, -1.19)
N (-4.24, 7.33, -1.45)
H (-3.64, 7.41, 1.13)
H (-2.80, 5.80, 1.04)
H (-4.60, 5.90, 0.80)
H (-2.19, 6.78, -0.94)
H (-3.19, 5.11, -2.50)
H (-4.43, 4.79, -1.32)
H (-0.78, 5.19, -0.63)
H (-1.10, 4.52, -2.25)
H (-0.62, 3.45, -0.92)
H (-4.36, 8.15, -0.91)
H (-3.89, 7.55, -2.41)
C (-5.47, 2.10, -0.92)
C (-4.73, 0.80, -1.08)
C (-5.48, -0.21, -1.90)
O (-4.81, -1.49, -1.92)
C (-5.53, -2.43, -2.72)
N (-3.40, 0.98, -1.63)
H (-5.59, 2.60, -1.87)
H (-4.88, 2.66, -0.21)
H (-6.42, 1.94, -0.44)
H (-4.62, 0.33, -0.09)
H (-5.58, 0.15, -2.95)
H (-6.49, -0.30, -1.49)
H (-4.98, -3.35, -2.77)
H (-5.65, -2.10, -3.71)
H (-6.52, -2.73, -2.32)
H (-3.42, 1.50, -2.53)
H (-2.79, 1.49, -0.97)
C (4.69, 0.32, -0.17)
C (5.64, 1.43, 0.23)
C (6.95, 0.85, 0.55)
O (6.84, -0.07, 1.68)
C (8.08, -0.65, 1.97)
N (5.77, 2.39, -0.89)
H (3.77, 0.70, -0.64)
H (4.38, -0.20, 0.72)
H (5.16, -0.39, -0.84)
H (5.21, 1.88, 1.11)
H (7.69, 1.62, 0.83)
H (7.42, 0.34, -0.28)
H (7.96, -1.38, 2.78)
H (8.76, 0.14, 2.28)
H (8.47, -1.05, 1.07)
H (5.64, 1.89, -1.75)
H (6.67, 2.88, -0.92)
C (-5.68, -0.31, 8.06)
C (-6.23, -1.66, 8.38)
C (-5.52, -2.61, 7.48)
O (-5.90, -2.36, 6.14)
C (-5.64, -3.52, 5.38)
N (-5.96, -1.95, 9.75)
H (-6.26, 0.50, 8.52)
H (-5.71, -0.17, 6.96)
H (-4.66, -0.26, 8.45)
H (-7.32, -1.74, 8.16)
H (-5.79, -3.63, 7.81)
H (-4.42, -2.58, 7.55)
H (-6.01, -3.32, 4.36)
H (-6.10, -4.43, 5.81)
H (-4.57, -3.69, 5.33)
H (-6.65, -1.52, 10.34)
H (-5.05, -1.61, 10.03)

Output
2S+1   2
HOMO (spin up / spin down)   -8.7730 / -8.7730 eV
Strongest force on any atom   3.1 eV Å⁻¹
Total energy   -7914.406190 a.u.
HOMO-LUMO gap (spin up / spin down)   9.03 / 5.48 eV

Results of the Löwdin charge analysis, in e, for atoms 1 through 6:
1. Ag 1.146
2. C -0.690
3. F 0.159
4. F 0.169
5. F 0.115
6. S 0.562

Entry 2:
A 2-piece molecular cluster, CH2N2OS2 overall, computed with ωB97M-V/def2-TZVPD.

Element x y z (Å)
C (0.78, 0.67, -0.27)
N (-0.20, 1.04, -0.95)
N (-1.26, 1.18, -1.30)
O (0.34, -1.26, 1.91)
S (-1.93, -1.24, -0.04)
S (-0.11, -1.60, 0.57)
H (1.55, -0.02, -0.57)
H (0.84, 1.24, 0.65)

Output
HOMO   -9.3516 eV
Strongest force on any atom   3.9 eV Å⁻¹
Total energy   -1020.322987 a.u.
HOMO-LUMO gap   8.26 eV
Energy relative to the best compared isomer or geometry (same formula, charge and spin)   181.98 kJ/mol

Results of the Löwdin charge analysis, in e, for atoms 1 through 6:
1. C -0.157
2. N -0.227
3. N 0.190
4. O -0.588
5. S 0.215
6. S 0.387

Entry 3:
C23H28N2O3S in the gas phase, computed with ωB97M-V/def2-TZVPD.

Element x y z (Å)
C (1.94, 1.45, 3.28)
C (2.87, 1.86, 2.19)
O (3.71, 2.90, 2.42)
C (4.43, 3.03, 1.28)
C (5.43, 4.03, 1.16)
C (6.22, 4.29, 0.07)
C (7.11, 5.36, 0.29)
C (6.99, 5.90, 1.54)
S (5.78, 5.12, 2.47)
N (4.10, 2.16, 0.37)
C (3.10, 1.40, 0.93)
C (2.46, 0.29, 0.17)
N (1.41, 0.80, -0.71)
C (1.05, -0.08, -1.79)
C (0.20, -1.28, -1.35)
C (-1.06, -0.87, -0.56)
C (-2.09, -0.25, -1.54)
O (-3.10, 0.52, -0.94)
C (-1.61, -2.16, 0.09)
C (-2.84, -2.03, 0.99)
O (-4.05, -1.77, 0.30)
C (-4.61, -2.74, -0.49)
C (-4.24, -4.08, -0.49)
C (-4.91, -4.97, -1.32)
C (-5.93, -4.54, -2.14)
C (-6.29, -3.21, -2.14)
C (-5.64, -2.31, -1.32)
C (-0.67, 0.15, 0.52)
C (0.23, 1.27, -0.03)
H (2.50, 1.34, 4.21)
H (1.47, 0.50, 3.03)
H (1.17, 2.20, 3.44)
H (6.15, 3.72, -0.83)
H (7.82, 5.71, -0.44)
H (7.54, 6.71, 1.96)
H (2.10, -0.47, 0.88)
H (3.22, -0.16, -0.47)
H (1.96, -0.45, -2.27)
H (0.51, 0.52, -2.53)
H (-0.10, -1.86, -2.23)
H (0.81, -1.93, -0.72)
H (-1.58, 0.43, -2.22)
H (-2.52, -1.06, -2.15)
H (-3.66, -0.08, -0.43)
H (-1.84, -2.87, -0.71)
H (-0.82, -2.60, 0.69)
H (-2.94, -2.94, 1.60)
H (-2.73, -1.18, 1.67)
H (-3.45, -4.45, 0.15)
H (-4.62, -6.01, -1.31)
H (-6.44, -5.24, -2.79)
H (-7.09, -2.86, -2.78)
H (-5.91, -1.27, -1.30)
H (-1.57, 0.62, 0.93)
H (-0.15, -0.37, 1.33)
H (0.53, 1.93, 0.78)
H (-0.35, 1.87, -0.75)

Output
HOMO   -7.8844 eV
Strongest force on any atom   1.4 eV Å⁻¹
Total energy   -1626.636203 a.u.
SMILES   Cc1oc(-c2cccs2)nc1CN1CCC(CO)(CCOc2ccccc2)CC1
HOMO-LUMO gap   8.49 eV
Energy relative to the best compared isomer or geometry (same formula, charge and spin)   220.71 kJ/mol

Results of the Löwdin charge analysis, in e, for atoms 1 through 6:
1. C 0.000
2. C -0.252
3. O 0.096
4. C -0.362
5. C -0.450
6. C -0.106

Entry 4:
C10H10Si in the gas phase, computed with ωB97M-V/def2-TZVPD.

Element x y z (Å)
C (-1.94, 2.02, -2.76)
C (-0.91, 2.58, -2.00)
C (-2.28, 0.70, -2.51)
C (-0.30, 1.88, -0.99)
C (-1.75, 0.02, -1.43)
C (-0.68, 0.58, -0.69)
C (2.24, -2.41, 2.56)
C (2.17, -0.98, 2.39)
C (1.49, -3.34, 1.95)
C (1.53, -0.13, 1.53)
Si (0.01, -0.46, 0.63)
H (-2.40, 2.52, -3.57)
H (-0.72, 3.61, -2.19)
H (-3.03, 0.34, -3.22)
H (0.54, 2.37, -0.38)
H (-1.88, -0.99, -1.22)
H (2.95, -2.62, 3.38)
H (2.69, -0.51, 3.27)
H (1.38, -4.39, 2.53)
H (1.75, 0.93, 1.68)
H (-0.85, -1.72, 1.02)

Output
HOMO (spin up / spin down)   -8.3291 / -6.4447 eV
Strongest force on any atom   2.7 eV Å⁻¹
Total energy   -676.320904 a.u.
HOMO-LUMO gap (spin up / spin down)   7.44 / 5.50 eV
Energy relative to the best compared isomer or geometry (same formula, charge and spin)   254.82 kJ/mol

Results of the Löwdin charge analysis, in e, for atoms 1 through 6:
1. C -0.074
2. C -0.084
3. C -0.078
4. C -0.113
5. C -0.101
6. C -0.371